# 1
Computed, not measured: 2 unconnected molecules or ions with the total composition C3H7NO, with the ωB97M-V functional and the def2-TZVPD basis.

XYZ file:
```
12
Properties=species:S:1:pos:R:3:nbo_charge:R:1
N -1.292 2.259 -0.911 -0.833
C -1.263 1.721 0.338 0.515
O -1.897 0.735 0.631 -0.602
H -1.945 1.793 -1.529 0.405
H -0.640 2.951 -1.226 0.399
H -0.729 2.256 1.134 0.116
C 1.877 -1.934 -0.212 -0.386
C 2.499 -2.944 0.374 -0.384
H 0.960 -1.538 0.211 0.197
H 2.216 -1.405 -1.093 0.191
H 2.037 -3.567 1.130 0.194
H 3.513 -3.245 0.133 0.188
```

Properties
- Energy above the lowest of the compared OMol25 structures with the same formula, charge and spin: 153.2 kJ/mol
- Electronic energy: -248.46814 a.u.
- Charge: 0
- Gap between HOMO and LUMO: 10.88 eV
- SMILES string: NC=O.C=C
- E_LUMO: 0.034 Ha

***

# 2
Computed, not measured: a single C3H7NO2 molecule, with the ωB97M-V functional and the def2-TZVPD basis.

XYZ file:
```
13
Properties=species:S:1:pos:R:3:nbo_charge:R:1
C 1.575 -1.296 -0.805 -0.410
N 1.346 -0.090 -0.007 -0.657
C 0.184 0.477 0.328 0.864
O 0.318 1.484 1.031 -0.706
O -0.981 -0.023 -0.069 -0.501
C -2.073 0.767 0.421 -0.255
H 2.019 -2.110 -0.223 0.198
H 2.222 -1.106 -1.667 0.201
H 0.614 -1.666 -1.195 0.223
H 1.807 0.693 0.573 0.457
H -2.062 0.795 1.514 0.198
H -2.976 0.285 0.053 0.190
H -1.993 1.789 0.046 0.198
```

Properties
- Energy above the lowest of the compared OMol25 structures with the same formula, charge and spin: 154.3 kJ/mol
- Electronic energy: -323.72221 a.u.
- Charge: 0
- Gap between HOMO and LUMO: 10.40 eV
- SMILES string: CNC(=O)OC
- E_LUMO: 0.033 Ha

***

# 3
Computed, not measured: a single C3H7NO2 molecule, with the ωB97M-V functional and the def2-TZVPD basis.

XYZ file:
```
13
Properties=species:S:1:pos:R:3:nbo_charge:R:1
C -1.949 0.103 -1.126 -0.266
O -0.915 0.792 -0.417 -0.492
C 0.129 0.013 -0.154 0.769
O 0.220 -1.123 -0.565 -0.620
C 1.185 0.617 0.759 -0.332
N 1.910 -0.497 1.346 -0.802
H -2.733 0.842 -1.256 0.196
H -2.298 -0.747 -0.532 0.194
H -1.587 -0.273 -2.086 0.199
H 0.746 1.288 1.506 0.217
H 1.899 1.208 0.175 0.219
H 1.257 -0.960 1.983 0.346
H 1.978 -1.124 0.544 0.372
```

Properties
- Energy above the lowest of the compared OMol25 structures with the same formula, charge and spin: 104.8 kJ/mol
- Electronic energy: -323.74104 a.u.
- Charge: 0
- Gap between HOMO and LUMO: 10.63 eV
- SMILES string: COC(=O)CN
- E_LUMO: 0.031 Ha

***

# 4
Computed, not measured: a single C3H7NO2 molecule, with the ωB97M-V functional and the def2-TZVPD basis.

XYZ file:
```
13
Properties=species:S:1:pos:R:3:nbo_charge:R:1
N -1.310 -0.758 -1.223 -0.840
C -0.311 0.004 -0.612 0.463
O 0.397 0.740 -1.543 -0.698
C -0.547 0.442 0.765 -0.509
C 0.722 -0.344 0.783 -0.052
O 1.721 0.490 1.387 -0.728
H -2.217 -0.820 -0.783 0.385
H -1.300 -0.879 -2.226 0.398
H 1.276 0.690 -1.150 0.486
H -1.410 0.027 1.276 0.210
H -0.367 1.497 0.933 0.243
H 0.713 -1.348 1.203 0.172
H 2.634 0.257 1.188 0.473
```

Properties
- Energy above the lowest of the compared OMol25 structures with the same formula, charge and spin: 338.8 kJ/mol
- Electronic energy: -323.65194 a.u.
- Charge: 0
- Gap between HOMO and LUMO: 8.52 eV
- SMILES string: N[C@@]1(O)C[C@@H]1O
- E_LUMO: 0.031 Ha

***

# 5
Computed, not measured: a single C3H7NO2 molecule, with the ωB97M-V functional and the def2-TZVPD basis.

XYZ file:
```
13
Properties=species:S:1:pos:R:3:nbo_charge:R:1
N -1.269 -0.996 -0.649 -0.838
C -0.903 0.279 -0.951 0.671
O -1.169 0.814 -2.014 -0.617
C -0.140 0.996 0.158 -0.527
C 1.142 0.285 0.575 -0.060
O 0.810 -0.922 1.260 -0.740
H -0.947 -1.426 0.206 0.415
H -1.755 -1.533 -1.350 0.400
H -0.782 1.094 1.042 0.228
H 0.092 1.998 -0.211 0.241
H 1.760 0.079 -0.309 0.173
H 1.723 0.936 1.242 0.175
H 1.437 -1.604 0.999 0.478
```

Properties
- Energy above the lowest of the compared OMol25 structures with the same formula, charge and spin: 51.7 kJ/mol
- Electronic energy: -323.76129 a.u.
- Charge: 0
- Gap between HOMO and LUMO: 10.32 eV
- SMILES string: NC(=O)CCO
- E_LUMO: 0.025 Ha

***

# 6
Computed, not measured: a single C3H7NO2 molecule, with the ωB97M-V functional and the def2-TZVPD basis.

XYZ file:
```
13
Properties=species:S:1:pos:R:3:nbo_charge:R:1
C 0.075 0.067 -2.059 -0.627
C 0.222 -1.147 -1.134 -0.206
N -0.250 -0.904 0.228 -0.675
C -0.009 0.331 0.853 0.883
O 0.907 1.079 0.670 -0.618
O -1.011 0.591 1.716 -0.682
H 0.474 0.933 -1.543 0.235
H 0.582 -0.092 -3.007 0.218
H -0.989 0.186 -2.269 0.206
H -0.368 -1.971 -1.541 0.194
H 1.244 -1.529 -1.140 0.176
H -0.258 -1.652 0.904 0.402
H -0.623 1.198 2.391 0.492
```

Properties
- Energy above the lowest of the compared OMol25 structures with the same formula, charge and spin: 58.8 kJ/mol
- Electronic energy: -323.75856 a.u.
- Charge: 0
- Gap between HOMO and LUMO: 10.35 eV
- SMILES string: CCNC(=O)O
- E_LUMO: 0.028 Ha

***

# 7
Computed, not measured: a single C3H7NO2 molecule, with the ωB97M-V functional and the def2-TZVPD basis.

XYZ file:
```
13
Properties=species:S:1:pos:R:3:nbo_charge:R:1
O -1.986 -0.632 -0.486 -0.621
C -1.031 -1.375 -0.629 0.535
N 0.252 -1.063 -0.332 -0.624
C 0.633 -0.068 0.664 -0.257
C 0.614 1.369 0.164 -0.066
O -0.684 1.889 0.062 -0.729
H -1.140 -2.415 -0.978 0.117
H 0.968 -1.654 -0.720 0.398
H -0.059 -0.157 1.510 0.213
H 1.629 -0.349 1.019 0.209
H 1.160 1.995 0.880 0.178
H 1.156 1.407 -0.796 0.154
H -1.266 1.186 -0.276 0.492
```

Properties
- Energy above the lowest of the compared OMol25 structures with the same formula, charge and spin: 96.7 kJ/mol
- Electronic energy: -323.74414 a.u.
- Charge: 0
- Gap between HOMO and LUMO: 10.63 eV
- SMILES string: O=CNCCO
- E_LUMO: 0.025 Ha

***

# 8
Computed, not measured: a single C3H7NO2 molecule, with the ωB97M-V functional and the def2-TZVPD basis.

XYZ file:
```
13
Properties=species:S:1:pos:R:3:nbo_charge:R:1
C -0.201 0.274 -2.111 -0.253
O -0.089 -0.532 -0.928 -0.541
C -0.567 0.143 0.207 -0.166
C -0.101 -0.110 1.664 0.647
N 1.124 -0.736 1.770 -0.837
O -0.664 0.401 2.611 -0.603
H -0.048 1.337 -1.881 0.178
H -1.185 0.161 -2.595 0.178
H 0.569 -0.046 -2.821 0.198
H -1.547 0.587 0.013 0.207
H 0.113 1.024 0.494 0.200
H 1.187 -1.261 2.631 0.402
H 1.410 -1.243 0.944 0.391
```

Properties
- Energy above the lowest of the compared OMol25 structures with the same formula, charge and spin: 215.2 kJ/mol
- Electronic energy: -323.69899 a.u.
- Charge: 0
- Gap between HOMO and LUMO: 10.61 eV
- SMILES string: COCC(N)=O
- E_LUMO: 0.031 Ha

***

# 9
Computed, not measured: a single C3H7NO2 molecule, with the ωB97M-V functional and the def2-TZVPD basis.

XYZ file:
```
13
Properties=species:S:1:pos:R:3:nbo_charge:R:1
C 0.337 -1.438 -0.032 -0.630
C 0.490 0.062 0.242 -0.156
N 1.215 0.729 -0.812 -0.813
C -0.817 0.795 0.563 0.777
O -0.899 1.855 1.120 -0.598
O -1.909 0.166 0.075 -0.694
H 0.953 -1.694 -0.892 0.225
H 0.780 -2.028 0.764 0.218
H -0.690 -1.774 -0.175 0.231
H 1.048 0.190 1.162 0.212
H 1.449 1.682 -0.578 0.373
H 0.717 0.723 -1.696 0.359
H -2.675 0.732 0.261 0.495
```

Properties
- Energy above the lowest of the compared OMol25 structures with the same formula, charge and spin: 62.4 kJ/mol
- Electronic energy: -323.75718 a.u.
- Charge: 0
- Gap between HOMO and LUMO: 10.29 eV
- SMILES string: C[C@@H](N)C(=O)O
- E_LUMO: 0.027 Ha

***

# 10
Computed, not measured: a single C3H7NO2 molecule, with the ωB97M-V functional and the def2-TZVPD basis.

XYZ file:
```
13
Properties=species:S:1:pos:R:3:nbo_charge:R:1
C 1.925 -0.953 -0.325 -0.645
C 1.514 0.209 0.530 -0.081
O 0.622 1.114 -0.155 -0.497
C -0.669 0.772 -0.246 0.331
N -1.055 -0.372 0.144 -0.213
O -2.443 -0.638 0.090 -0.553
H 1.127 -1.653 -0.551 0.235
H 2.720 -1.540 0.254 0.214
H 2.456 -0.708 -1.274 0.215
H 0.922 -0.127 1.365 0.201
H 2.355 0.840 0.814 0.194
H -1.284 1.640 -0.651 0.160
H -2.964 0.174 -0.203 0.440
```

Properties
- Energy above the lowest of the compared OMol25 structures with the same formula, charge and spin: 329.8 kJ/mol
- Electronic energy: -323.65535 a.u.
- Charge: 0
- Gap between HOMO and LUMO: 10.22 eV
- SMILES string: CCO/C=N/O
- E_LUMO: 0.034 Ha

***

# 11
Computed, not measured: a molecular structure, C3H7NO2, with the ωB97M-V functional and the def2-TZVPD basis.

XYZ file:
```
13
Properties=species:S:1:pos:R:3:nbo_charge:R:1
O -1.696 0.452 0.174 -0.717
C -1.162 -0.850 0.326 -0.097
C 0.150 -1.032 -0.415 -0.122
O 1.292 -0.533 0.310 -0.506
C 1.704 0.729 0.279 0.269
N 1.039 1.753 -0.196 -0.913
H -1.170 1.047 0.723 0.470
H -1.018 -1.113 1.384 0.178
H -1.908 -1.542 -0.085 0.190
H 0.360 -2.100 -0.543 0.205
H 0.090 -0.563 -1.404 0.189
H 2.188 1.958 0.116 0.468
H 0.132 1.794 -0.669 0.387
```

Properties
- Energy above the lowest of the compared OMol25 structures with the same formula, charge and spin: 506.4 kJ/mol
- Electronic energy: -323.58807 a.u.
- Charge: 0
- Gap between HOMO and LUMO: 9.77 eV
- E_LUMO: 0.034 Ha

***

# 12
Computed, not measured: a single C3H7NO2 molecule, with the ωB97M-V functional and the def2-TZVPD basis.

XYZ file:
```
13
Properties=species:S:1:pos:R:3:nbo_charge:R:1
O -0.388 -0.201 1.719 -0.725
C 0.314 0.908 1.179 -0.096
C 0.672 0.734 -0.286 -0.129
O -0.431 1.019 -1.164 -0.526
C -1.362 0.140 -1.565 0.314
N -1.287 -1.056 -0.962 -0.859
H -1.324 -0.093 1.508 0.475
H -0.257 1.840 1.295 0.181
H 1.236 1.005 1.762 0.187
H 1.437 1.463 -0.567 0.206
H 1.078 -0.270 -0.466 0.181
H -1.949 -1.745 -1.281 0.402
H -0.664 -1.336 -0.206 0.390
```

Properties
- Energy above the lowest of the compared OMol25 structures with the same formula, charge and spin: 289.9 kJ/mol
- Electronic energy: -323.67055 a.u.
- Charge: 0
- Gap between HOMO and LUMO: 9.43 eV
- E_LUMO: 0.031 Ha

***

# 13
Computed, not measured: 2 unconnected molecules or ions with the total composition C3H7NO2, with the ωB97M-V functional and the def2-TZVPD basis.

XYZ file:
```
13
Properties=species:S:1:pos:R:3:nbo_charge:R:1
C 0.503 1.002 -0.664 -0.634
C -0.821 0.529 1.526 -0.632
C -0.131 0.018 0.284 0.166
O -0.186 -2.381 0.194 -0.132
O 0.790 -1.824 -1.646 -1.004
N -0.118 -1.217 0.038 0.367
H 0.946 -1.903 -2.599 0.436
H 1.180 1.656 -0.109 0.223
H 1.079 0.465 -1.415 0.280
H -0.105 1.054 2.164 0.235
H -1.277 -0.272 2.102 0.235
H -1.587 1.259 1.255 0.234
H -0.273 1.617 -1.128 0.226
```

Properties
- Energy above the lowest of the compared OMol25 structures with the same formula, charge and spin: 641.1 kJ/mol
- Electronic energy: -323.53680 a.u.
- Charge: 0
- Gap between HOMO and LUMO (alpha / beta): 8.37 / 8.37 eV
- E_LUMO (alpha / beta): -0.023 / -0.023 Ha

***

# 14
Computed, not measured: a single C3H7NO2 molecule, with the ωB97M-V functional and the def2-TZVPD basis.

XYZ file:
```
13
Properties=species:S:1:pos:R:3:nbo_charge:R:1
C -0.445 -0.473 -0.900 -0.590
C 0.541 0.357 -0.095 -0.447
C 0.222 0.325 1.364 -0.238
N 1.418 1.304 2.296 0.529
O 0.978 2.214 2.966 -0.364
O 2.565 0.864 2.233 -0.386
H -1.277 0.127 -1.159 0.201
H 0.099 -0.546 -1.764 0.215
H -0.734 -1.387 -0.433 0.206
H 0.325 1.349 -0.458 0.226
H 1.511 -0.238 -0.365 0.230
H -0.758 0.706 1.589 0.205
H 0.266 -0.620 1.923 0.213
```

Properties
- Energy above the lowest of the compared OMol25 structures with the same formula, charge and spin: 487.0 kJ/mol
- Electronic energy: -323.59549 a.u.
- Charge: 0
- Gap between HOMO and LUMO: 10.93 eV
- SMILES string: CCC[N+](=O)[O-]
- E_LUMO: 0.024 Ha

***

# 15
Computed, not measured: a single C3H7NO2 molecule, with the ωB97M-V functional and the def2-TZVPD basis.

XYZ file:
```
13
Properties=species:S:1:pos:R:3:nbo_charge:R:1
N 0.062 -1.754 -0.576 -0.835
C -0.862 -1.179 0.248 0.673
O -1.959 -1.668 0.459 -0.614
C -0.390 0.094 0.944 -0.525
C -0.037 1.248 0.015 -0.058
O 1.114 0.896 -0.743 -0.742
H 0.823 -1.187 -0.926 0.415
H -0.240 -2.557 -1.106 0.397
H 0.492 -0.141 1.552 0.229
H -1.198 0.405 1.611 0.241
H -0.888 1.477 -0.644 0.169
H 0.165 2.141 0.624 0.171
H 1.247 1.570 -1.420 0.479
```

Properties
- Energy above the lowest of the compared OMol25 structures with the same formula, charge and spin: 49.2 kJ/mol
- Electronic energy: -323.76223 a.u.
- Charge: 0
- Gap between HOMO and LUMO: 10.26 eV
- SMILES string: NC(=O)CCO
- E_LUMO: 0.024 Ha

***

# 16
Computed, not measured: 2 unconnected molecules or ions with the total composition C3H7NO2, with the ωB97M-V functional and the def2-TZVPD basis.

XYZ file:
```
13
Properties=species:S:1:pos:R:3:nbo_charge:R:1
C 1.035 -1.573 0.068 -0.505
C 1.914 -0.605 0.248 0.135
O 1.725 0.669 -0.255 -0.711
H 0.164 -1.441 -0.556 0.209
H 1.292 -2.535 0.492 0.220
H 2.880 -0.704 0.729 0.174
H 2.270 1.285 0.241 0.487
N -1.321 1.255 -0.149 -0.831
C -2.403 0.442 -0.051 0.525
O -3.544 0.768 -0.282 -0.604
H -1.473 2.141 -0.611 0.393
H -0.393 0.864 -0.193 0.410
H -2.147 -0.566 0.319 0.099
```

Properties
- Energy above the lowest of the compared OMol25 structures with the same formula, charge and spin: 154.8 kJ/mol
- Electronic energy: -323.72199 a.u.
- Charge: 0
- Gap between HOMO and LUMO: 10.26 eV
- SMILES string: C=CO.NC=O
- E_LUMO: 0.018 Ha

***

# 17
Computed, not measured: a single C3H7NO2 molecule, with the ωB97M-V functional and the def2-TZVPD basis.

XYZ file:
```
13
Properties=species:S:1:pos:R:3:nbo_charge:R:1
C -2.101 -0.042 -0.455 -0.411
N -1.159 -0.059 0.644 -0.629
C 0.197 -0.026 0.667 0.877
O 0.807 -0.056 1.721 -0.667
O 0.803 0.042 -0.533 -0.519
C 2.228 0.083 -0.376 -0.256
H -2.767 0.830 -0.404 0.196
H -2.724 -0.947 -0.460 0.196
H -1.555 0.001 -1.398 0.225
H -1.467 -0.103 1.603 0.405
H 2.513 0.939 0.241 0.197
H 2.651 0.162 -1.376 0.190
H 2.573 -0.825 0.125 0.195
```

Properties
- Energy above the lowest of the compared OMol25 structures with the same formula, charge and spin: 63.8 kJ/mol
- Electronic energy: -323.75665 a.u.
- Charge: 0
- Gap between HOMO and LUMO: 10.57 eV
- SMILES string: CNC(=O)OC
- E_LUMO: 0.033 Ha

***

# 18
Computed, not measured: 2 unconnected molecules or ions with the total composition C3H7NO2, with the ωB97M-V functional and the def2-TZVPD basis.

XYZ file:
```
13
Properties=species:S:1:pos:R:3:nbo_charge:R:1
C -2.860 -0.176 -0.199 -0.477
C -1.823 0.579 -0.555 -0.026
N -0.684 0.050 -1.248 -0.838
H -3.729 0.374 0.144 0.207
H -2.983 -1.221 -0.444 0.202
H -1.869 1.660 -0.533 0.195
H -1.008 -0.667 -1.879 0.383
H -0.262 0.786 -1.797 0.372
O 2.208 -1.013 0.080 -0.583
C 2.144 -0.190 0.948 0.647
O 1.124 0.659 1.101 -0.704
H 2.908 -0.065 1.720 0.111
H 0.429 0.505 0.432 0.511
```

Properties
- Energy above the lowest of the compared OMol25 structures with the same formula, charge and spin: 156.0 kJ/mol
- Electronic energy: -323.72154 a.u.
- Charge: 0
- Gap between HOMO and LUMO: 10.00 eV
- SMILES string: C=CN.O=CO
- E_LUMO: 0.032 Ha